Record 1
Molecular formula: C8H13ClN4
Method: DFT, ωB97M-V with the def2-TZVPD basis set

Each line ends with the Löwdin charge.
Atoms and positions in Å:
1 Cl -3.0063 -2.0166 -1.3908  0.634
2 N -0.0543 -1.3055 0.3543  0.120
3 N -1.1104 0.5425 -0.6593  0.126
4 N 1.1131 -0.7477 0.1490  0.120
5 N 0.0477 1.0954 -0.8635  0.115
6 C 3.6906 0.2056 -0.5809  -0.263
7 C -3.5099 -0.3967 0.8075  -0.268
8 C 1.1438 0.4344 -0.4618  -0.308
9 C -2.4602 -1.3093 0.1681  -0.630
10 C -1.1323 -0.6524 -0.0630  -0.382
11 C 4.0822 -0.1165 0.8630  -0.117
12 C -4.1811 0.6431 -0.0910  -0.128
13 C 2.4609 1.1013 -0.7204  -0.154
14 H -5.1447 0.9312 0.3331  0.071
15 H -2.2795 -2.1670 0.8131  0.095
16 H -4.2605 -1.0409 1.2705  0.107
17 H 2.3969 1.5164 -1.7295  0.116
18 H 4.5210 0.7203 -1.0715  0.103
19 H 5.1328 -0.4064 0.9214  0.067
20 H -3.5699 1.5400 -0.1836  0.061
21 H -2.9965 0.1180 1.6283  0.116
22 H 2.5413 1.9551 -0.0379  0.122
23 H 3.9305 0.7552 1.5067  0.071
24 H 3.5257 -0.7215 -1.1384  0.106
25 H -4.3628 0.2519 -1.0919  0.043
26 H 3.4819 -0.9301 1.2685  0.057

Charge: 0
Gap between HOMO and LUMO: 8.65 eV
E: -26988.0005 eV
SMILES: CCCc1nnc([C@H](Cl)CC)nn1
HOMO: -9.36 eV

---

Record 2
Molecular formula: C12H34CdN6O3P
Method: DFT, ωB97M-V with the def2-TZVPD basis set

Each line ends with the Löwdin charge.
Atoms and positions in Å:
1 Cd -0.5998 -1.2321 0.8228  1.350
2 P 1.3110 1.3385 -0.6234  0.556
3 O 0.5332 0.6263 0.4365  -0.411
4 O -0.0148 -2.5158 -0.5951  -0.232
5 O 1.5270 -3.9764 -1.2283  0.061
6 N 0.2869 2.4414 -1.3651  -0.303
7 N 1.2480 -2.1009 1.8295  -0.062
8 N -2.0950 -2.8689 1.3944  -0.072
9 N 2.5735 2.1385 0.1145  -0.308
10 N -2.3764 0.1598 0.7082  -0.063
11 N 1.8830 0.2665 -1.7622  -0.296
12 C 1.0002 -3.2696 -0.4012  -0.688
13 C 1.5594 -3.3228 1.0688  -0.160
14 C 0.9332 -0.4599 -2.5860  -0.109
15 C 3.2740 3.2533 -0.4890  -0.094
16 C 3.2961 1.5035 1.1970  -0.094
17 C -4.3734 -2.0564 1.9999  -0.194
18 C -3.3195 0.3086 1.8366  -0.249
19 C 0.4476 2.8947 -2.7317  -0.102
20 C -3.5213 -2.8645 1.0201  -0.249
21 C 3.1846 0.3781 -2.3887  -0.088
22 C -0.4104 3.3917 -0.5204  -0.110
23 C -4.5585 -0.5706 1.6886  -0.200
24 H 3.1298 0.8722 -3.3659  0.090
25 H 2.7542 3.5784 -1.3853  0.072
26 H 4.2431 1.0678 0.8630  0.091
27 H 2.6360 -3.5118 1.0112  0.121
28 H -3.9527 -2.1621 3.0019  0.113
29 H -3.6100 -2.4605 0.0084  0.115
30 H -2.7962 0.0688 2.7687  0.113
31 H 1.2629 -1.4951 -2.6910  0.088
32 H -0.5172 2.8597 -3.2432  0.095
33 H -3.9013 -3.8943 1.0008  0.120
34 H -0.0475 -0.4558 -2.1079  0.066
35 H -5.3133 -0.1920 2.3822  0.118
36 H 1.0940 -4.1894 1.5498  0.120
37 H -1.8336 1.0182 0.6180  0.048
38 H -0.3361 3.0700 0.5170  0.074
39 H 4.3038 2.9934 -0.7521  0.088
40 H 3.8708 0.9276 -1.7512  0.066
41 H 3.3048 4.0820 0.2252  0.095
42 H 3.5769 -0.6291 -2.5425  0.098
43 H 1.4075 -2.2589 2.8248  0.096
44 H -5.3716 -2.4926 2.0170  0.115
45 H -4.9594 -0.4557 0.6782  0.117
46 H 0.8500 -0.0178 -3.5832  0.088
47 H 0.0208 4.3941 -0.6001  0.090
48 H 0.8143 3.9248 -2.7749  0.086
49 H -3.6559 1.3503 1.8955  0.117
50 H 2.6750 0.7179 1.6192  0.054
51 H -1.6249 -3.5284 0.7727  0.070
52 H -2.9109 0.0527 -0.1548  0.095
53 H 1.9130 -1.3859 1.5338  0.058
54 H -2.0155 -3.2513 2.3378  0.093
55 H -1.4607 3.4505 -0.8183  0.089
56 H 1.1467 2.2526 -3.2555  0.064
57 H 3.5135 2.2382 1.9732  0.094

Charge: +1
Gap between HOMO and LUMO: 9.47 eV
E: -41930.0982 eV
ΔE to the lowest compared entry with this formula, charge and spin: 16.4 kcal/mol
HOMO: -11.72 eV

---

Record 3
Molecular formula: C29H22ClDyIN4O4S
Method: DFT, ωB97M-V with the def2-TZVPD basis set

Each line ends with the Löwdin charge.
Atoms and positions in Å:
1 Dy 0.1458 0.5277 -0.0845  1.652
2 I 4.1345 0.4423 -3.4334  0.972
3 Cl 0.6006 3.6623 -6.5130  0.729
4 S -2.0446 2.5879 1.5834  1.000
5 O -0.6060 2.1270 1.2919  -0.655
6 O 1.6659 0.7788 -1.4790  -0.325
7 O -1.8584 -3.0393 1.5048  0.100
8 O 0.3352 -2.5067 3.0730  0.120
9 N -0.2530 -1.3841 1.1066  -0.028
10 N -1.5316 -0.9035 -1.2837  0.015
11 N 1.8156 0.3598 1.6451  -0.019
12 N -0.7166 2.0802 -1.7838  -0.013
13 C 3.0080 0.4500 4.1339  -0.017
14 C -2.0142 3.1706 3.2651  -0.202
15 C -5.4095 -2.3553 2.4719  -0.023
16 C 2.0458 -0.5063 3.8527  0.021
17 C -1.3175 -2.2148 0.8051  -0.446
18 C -2.0208 -0.7573 -2.5187  -0.107
19 C -1.8772 -1.9998 -0.5910  -0.180
20 C -3.2289 -2.7998 -2.3829  -0.018
21 C -2.7303 -2.9594 -1.1029  0.022
22 C -0.0666 2.8386 -4.0020  -0.165
23 C 0.9026 2.8235 -5.0285  -0.606
24 C -2.5927 0.1589 2.7503  -0.074
25 C 0.4475 -1.5985 2.2872  -0.441
26 C -4.5664 -1.1339 2.2261  -0.239
27 C 3.3821 1.3439 3.1405  -0.029
28 C 1.4798 -0.5221 2.5952  -0.190
29 C 0.2006 2.1324 -2.8068  -0.154
30 C -3.3768 -0.9562 2.9427  -0.017
31 C 1.4354 1.4288 -2.6168  -0.427
32 C 2.7604 1.2643 1.9132  -0.100
33 C -1.2966 3.5202 -4.0969  0.002
34 C -4.9440 -0.1654 1.3012  -0.017
35 C -2.9936 1.1191 1.8231  -0.421
36 C 2.3346 1.4596 -3.6625  -0.636
37 C -1.8585 2.7178 -1.9293  -0.129
38 C -2.8642 -1.6748 -3.1062  -0.029
39 C -2.1901 3.4624 -3.0671  -0.025
40 C -4.1674 0.9701 1.0989  -0.072
41 C 2.0698 2.1474 -4.8616  -0.154
42 H -2.5667 2.6399 -1.1153  0.080
43 H -4.4715 1.7232 0.3774  0.111
44 H -1.2964 3.9914 3.3078  0.071
45 H -1.7176 0.1297 -3.0572  0.105
46 H 3.0248 1.9354 1.1077  0.124
47 H -6.2112 -2.4452 1.7396  0.082
48 H 1.7328 -1.2487 4.5721  0.128
49 H -5.8536 -0.3009 0.7251  0.122
50 H -3.8860 -3.5440 -2.8142  0.121
51 H -2.9709 -3.8115 -0.4830  0.129
52 H -3.1415 3.9773 -3.1130  0.117
53 H -4.7953 -3.2583 2.4372  0.090
54 H -1.7280 2.3638 3.9342  0.062
55 H 3.4689 0.4936 5.1126  0.121
56 H 2.8005 2.1387 -5.6603  0.102
57 H -3.0177 3.5326 3.4894  0.078
58 H 4.1426 2.0937 3.3117  0.117
59 H -1.5192 4.0857 -4.9945  0.101
60 H -5.8617 -2.3052 3.4646  0.094
61 H -3.2216 -1.5065 -4.1130  0.118
62 H -1.6653 0.2699 3.2992  0.117
63 H -3.0451 -1.7255 3.6301  0.136

Charge: +1
Gap between HOMO and LUMO (alpha / beta): 7.52 / 7.52 eV
E: -100122.4091 eV
2S+1: 6
ΔE to the lowest compared entry with this formula, charge and spin: 3.1 kcal/mol
HOMO (alpha / beta): -10.46 / -10.47 eV

---

Record order is preserved below.
Max |F|: 0.2, 1.9, 0.9 eV/Å